# 1
The following is a DFT calculation (wB97M-V/def2-TZVPD) of one molecule with the formula C4H10N2O.

Each line ends with the Löwdin charge.
CARTESIAN COORDINATES (ANGSTROEM)
1 C 2.68250 -0.45535 -0.65691  -0.1489
2 N 1.28341 -0.43326 -0.95375  0.0905
3 C 0.46405 -0.15221 0.16011  -0.6771
4 O 0.70572 -1.02129 1.08732  0.0294
5 N -0.93015 0.11752 -0.12834  -0.1471
6 C -1.85682 -0.90332 0.34177  -0.0759
7 C -1.42017 1.47281 0.06466  -0.0804
8 H 2.97517 -0.05270 0.32440  0.0848
9 H 2.98528 -1.51360 -0.67400  0.0944
10 H 3.21561 0.02975 -1.48106  0.0781
11 H 0.88651 0.93453 0.25338  0.2006
12 H -2.12828 -0.79596 1.40235  0.0941
13 H -1.39654 -1.88402 0.21242  0.0942
14 H -2.77378 -0.84685 -0.25615  0.0887
15 H -0.80995 2.18042 -0.50507  0.0886
16 H -2.44680 1.53569 -0.31279  0.0888
17 H -1.43578 1.78784 1.12166  0.0972

Output
Relative energy (zero: lowest compared OMol25 entry of this formula, charge and spin) in kcal/mol: 139.2
LUMO level (alpha / beta) in eV: -0.186 / -2.157
E_tot in Ha: -342.97961
Orbital gap (alpha / beta) in eV: 8.9 / 7.0
Total charge: 0
E_HOMO (alpha / beta) in eV: -9.112 / -9.160

# 2
The following is a DFT calculation (wB97M-V/def2-TZVPD) of a 10-piece molecular cluster, C5H31N2O9 overall.

Each line ends with the Löwdin charge.
CARTESIAN COORDINATES (ANGSTROEM)
1 C 3.26032 -4.39380 0.34117  -0.0790
2 C 2.52707 -3.21011 -0.30129  -0.2535
3 C 1.48477 -2.57317 0.60483  -0.1784
4 C 0.92971 -1.25846 0.11553  -0.3349
5 C 1.64764 -0.17659 0.46830  -0.0722
6 N 1.48372 1.10922 -0.21236  0.1437
7 N -0.21709 -1.24986 -0.62685  0.1596
8 H 2.95930 -5.29919 -0.18691  0.0738
9 H 2.84957 -4.54107 1.33826  0.0740
10 H 4.33960 -4.36092 0.27796  0.0731
11 H 3.11438 -2.49804 -0.89706  0.1099
12 H 1.99379 -3.53306 -1.21133  0.1041
13 H 1.83388 -2.50139 1.63698  0.1192
14 H 0.64531 -3.26379 0.77003  0.1306
15 H 2.62872 -0.29280 0.89519  0.1271
16 H 1.29189 1.92030 0.42063  0.1145
17 H 2.29970 1.36899 -0.75305  0.1504
18 H 0.70470 1.06190 -0.90412  0.0739
19 H -0.61991 -0.41430 -1.01454  0.0598
20 H -0.36107 -2.11727 -1.11894  0.1131
21 H -2.11187 0.91321 3.65041  0.0897
22 H -1.95224 0.61042 2.07872  0.0512
23 O -1.54138 0.59555 2.94610  -0.0168
24 H -4.06091 3.81331 0.42020  0.0435
25 H -4.44158 3.27081 -1.00282  0.0409
26 O -4.01146 3.05887 -0.17113  -0.0511
27 H 1.21692 4.43953 -2.87701  0.0715
28 H 1.13961 3.17381 -2.10499  0.0211
29 O 0.70054 3.62459 -2.83148  -0.0364
30 H 0.40553 1.36825 -3.65782  0.0214
31 H 1.17121 -0.00113 -3.73673  0.0458
32 O 1.16954 0.87311 -3.36414  -0.0340
33 H 0.64505 2.75974 2.69214  0.0685
34 H -0.29775 1.57034 2.26677  0.0069
35 O 0.40214 2.19038 1.95782  -0.0641
36 H -2.33412 2.28111 -3.03095  0.0626
37 H -1.54506 3.31451 -3.81292  0.0651
38 O -2.04067 3.20064 -2.99265  -0.0446
39 H -3.36066 -1.06487 2.08729  -0.0078
40 H -4.42904 -1.95162 1.43049  0.0429
41 O -3.76966 -1.93086 2.13032  -0.0428
42 H -1.40251 -2.13916 4.21486  0.0275
43 H -0.16644 -1.76841 3.37494  0.0044
44 O -0.44215 -2.12313 4.22379  -0.0510
45 H -1.15102 2.55682 -1.73964  0.0312
46 H -1.61202 1.89752 -0.54322  0.0592
47 O -0.97598 1.69010 -1.25078  -0.1136

Output
Relative energy (zero: lowest compared OMol25 entry of this formula, charge and spin) in kcal/mol: 71.6
LUMO level in eV: -2.817
E_tot in Ha: -995.51875
Orbital gap in eV: 9.0
Total charge: +1
E_HOMO in eV: -11.811

# 3
The following is a DFT calculation (wB97M-V/def2-TZVPD) of a 4-piece molecular cluster, C39H53F12N4O2 overall.

Each line ends with the Löwdin charge.
CARTESIAN COORDINATES (ANGSTROEM)
1 C 0.69647 3.68846 4.62011  -0.1477
2 C -0.65754 4.18646 3.84054  -0.2453
3 C -0.46315 4.39712 2.21009  -0.2172
4 C 1.08125 4.73028 1.77200  -0.2177
5 C 1.25771 5.12983 0.17973  -0.2057
6 C 0.68815 3.98950 -0.85815  -0.1995
7 C 1.98612 3.16164 -1.44390  -0.2041
8 C 2.41261 1.88833 -0.44752  -0.1437
9 C 1.59548 0.51008 -0.92707  -0.1561
10 N 0.70064 -0.01265 0.18268  -0.0894
11 C 1.43498 -0.98260 1.09998  -0.1401
12 C 2.16897 -0.15212 2.33310  -0.0572
13 C 2.33292 -1.01681 3.71708  -0.1822
14 F 2.65014 -2.45682 3.51561  0.0175
15 F 0.99149 -0.99330 4.40955  -0.0216
16 C 3.38967 -0.26386 4.76801  -0.0824
17 F 3.04266 1.19879 4.86023  0.0164
18 F 3.17380 -0.80456 6.15738  0.0271
19 C 4.96803 -0.53559 4.41224  -0.1007
20 F 5.44527 -1.57820 5.37928  0.0438
21 F 5.20028 -1.06709 3.04827  0.0409
22 C 5.95333 0.76184 4.60368  -0.1282
23 F 6.05821 1.16094 6.05691  0.0446
24 F 7.33793 0.29038 4.23531  0.0300
25 F 5.65892 1.90751 3.71192  0.0508
26 C -0.53862 -0.70951 -0.36578  -0.0876
27 N -0.33754 -1.43899 -1.71060  0.1290
28 N -1.75815 -0.72631 0.32276  0.0373
29 C -2.94163 -1.48443 -0.31463  -0.1264
30 O -3.97667 -1.86687 0.67134  -0.2338
31 C -5.28844 -1.72945 -0.03747  -0.0716
32 C -1.98197 -0.02554 1.64460  -0.0450
33 C -3.12905 1.17217 1.58807  -0.2759
34 O -3.42669 1.65180 0.22937  -0.1140
35 C -4.49445 0.76245 2.45862  -0.2067
36 N -4.51056 1.51958 3.80236  -0.0475
37 H 1.40731 4.61848 4.73754  0.0864
38 H 0.49368 3.29241 5.71972  0.0929
39 H 1.26493 2.86701 4.01057  0.0450
40 H -1.45594 3.31529 3.96346  0.0841
41 H -1.07734 5.20716 4.25657  0.1159
42 H -0.91991 3.45024 1.69320  0.0716
43 H -1.13263 5.31929 1.88788  0.1229
44 H 1.42533 5.69318 2.38611  0.1290
45 H 1.82091 3.87041 2.06844  0.0893
46 H 0.73540 6.15925 -0.03191  0.1126
47 H 2.41472 5.29742 -0.02770  0.1149
48 H -0.12646 3.27215 -0.36230  0.1069
49 H 0.18625 4.55097 -1.75416  0.1084
50 H 1.68890 2.80358 -2.52876  0.1102
51 H 2.95736 3.82271 -1.56796  0.1163
52 H 3.56795 1.71317 -0.65161  0.1044
53 H 2.23767 2.11982 0.68631  0.0882
54 H 1.02807 0.81235 -1.90856  0.1322
55 H 2.43750 -0.27349 -1.17164  0.0908
56 H 2.29366 -1.58965 0.56016  0.1459
57 H 0.70591 -1.81083 1.55097  0.1534
58 H 3.23127 0.25334 1.98894  0.1431
59 H 1.43328 0.74790 2.58802  0.1284
60 H -0.35860 -2.46193 -1.50567  0.0726
61 H -1.06771 -1.14542 -2.39580  0.0888
62 H -3.47200 -0.70341 -1.04542  0.1349
63 H -2.61603 -2.46671 -0.86070  0.1459
64 H -5.19682 -2.16422 -1.12444  0.1086
65 H -5.52864 -0.56257 -0.01933  0.1076
66 H -6.15186 -2.26622 0.58165  0.1280
67 H -1.02787 0.45475 2.12246  0.1318
68 H -2.39081 -0.80472 2.45127  0.1581
69 H -2.67596 2.10805 2.17462  0.1202
70 H -4.10915 2.40824 0.31038  0.1380
71 H -5.49147 1.08185 1.91556  0.1289
72 H -4.52745 -0.37773 2.74498  0.1205
73 H -4.35577 2.53584 3.52707  0.0766
74 H -3.70258 1.21553 4.40246  0.0736
75 F -3.16846 -0.52863 -3.25096  0.0285
76 C -4.30133 -0.22932 -3.90030  -0.2977
77 C -4.96604 0.95604 -3.60579  -0.0189
78 C -6.14287 1.27054 -4.28531  -0.0714
79 C -6.64817 0.38993 -5.24499  -0.0822
80 C -5.97638 -0.79980 -5.52990  -0.0712
81 C -4.79377 -1.10860 -4.85826  -0.0166
82 H -4.56306 1.62379 -2.85136  0.1103
83 H -6.66592 2.19850 -4.06793  0.1100
84 H -7.56848 0.63352 -5.77156  0.1082
85 H -6.37377 -1.48556 -6.27429  0.1113
86 H -4.25400 -2.02478 -5.07366  0.1157
87 F 4.42535 1.15587 -2.50112  0.0425
88 C 5.22222 0.07921 -2.48056  -0.2873
89 C 6.60232 0.24940 -2.47718  -0.0087
90 C 7.43238 -0.87126 -2.45059  -0.0698
91 C 6.87242 -2.15114 -2.43870  -0.0877
92 C 5.48602 -2.31164 -2.44736  -0.0792
93 C 4.65634 -1.19074 -2.46265  -0.0321
94 H 7.01927 1.25104 -2.49508  0.1196
95 H 8.51258 -0.74879 -2.43989  0.1108
96 H 7.52024 -3.02499 -2.42247  0.1060
97 H 5.05253 -3.30882 -2.44223  0.1054
98 H 3.57661 -1.29710 -2.46058  0.0942
99 F -0.99755 -4.16447 -1.46105  0.0170
100 C -1.23115 -5.21375 -2.26046  -0.2835
101 C -2.54236 -5.57084 -2.55518  -0.0186
102 C -2.78598 -6.66015 -3.39163  -0.0701
103 C -1.71459 -7.38761 -3.91575  -0.0793
104 C -0.40214 -7.02440 -3.60997  -0.0681
105 C -0.15877 -5.92836 -2.78261  -0.0127
106 H -3.36194 -4.99915 -2.13220  0.1094
107 H -3.80734 -6.94268 -3.63442  0.1109
108 H -1.90514 -8.23988 -4.56450  0.1092
109 H 0.43003 -7.59459 -4.01575  0.1124
110 H 0.85522 -5.62674 -2.54183  0.1165

Output
LUMO level in eV: -3.594
E_tot in Ha: -3085.04337
Orbital gap in eV: 7.7
Total charge: +1
E_HOMO in eV: -11.268

# 4
The following is a DFT calculation (wB97M-V/def2-TZVPD) of C31H43Cl2GdN2P as an isolated structure.

Each line ends with the Mulliken spin population.
CARTESIAN COORDINATES (ANGSTROEM)
1 P -0.14932 0.65453 -0.58146  0.0827
2 C -1.78142 0.23153 -1.36546  -0.0047
3 C -2.24952 1.08333 -2.55866  0.0009
4 C -3.69522 0.71183 -2.92886  -0.0001
5 C -3.83982 -0.78477 -3.23096  0.0000
6 C -3.32862 -1.63467 -2.06116  -0.0007
7 C -1.88172 -1.26407 -1.71106  -0.0015
8 C 1.24748 0.08743 -1.66016  -0.0137
9 C 1.15758 0.50533 -3.13666  0.0016
10 C 2.46758 0.16553 -3.86506  0.0003
11 C 2.81468 -1.32267 -3.72626  -0.0002
12 C 2.87198 -1.74137 -2.25136  0.0007
13 C 1.56198 -1.41057 -1.52586  0.0059
14 C -0.05862 2.50893 -0.72396  0.0077
15 C -1.20502 3.15883 0.07154  0.0059
16 C -1.19742 4.68343 -0.09146  -0.0012
17 C 0.15788 5.28113 0.30604  0.0012
18 C 1.30098 4.62133 -0.47256  -0.0008
19 C 1.29688 3.09633 -0.29616  0.0038
20 H -2.47072 0.41473 -0.52826  -0.0009
21 H -1.59552 0.92083 -3.42426  0.0006
22 H -2.20572 2.15003 -2.31726  0.0001
23 H -4.02152 1.30823 -3.78976  -0.0002
24 H -4.35162 0.97563 -2.08816  0.0002
25 H -4.88642 -1.02687 -3.45156  0.0000
26 H -3.25952 -1.02887 -4.13286  0.0000
27 H -3.96142 -1.46737 -1.17906  0.0002
28 H -3.39242 -2.70157 -2.30796  0.0000
29 H -1.52332 -1.87317 -0.87506  -0.0030
30 H -1.23722 -1.48587 -2.57186  0.0012
31 H 2.09718 0.60943 -1.19886  0.0017
32 H 3.27968 0.76853 -3.43476  0.0000
33 H 0.94518 1.57673 -3.22976  0.0002
34 H 0.32918 -0.02937 -3.61876  -0.0003
35 H 2.38868 0.44363 -4.92336  0.0001
36 H 3.76898 -1.53547 -4.22306  0.0000
37 H 2.04768 -1.91957 -4.24136  0.0000
38 H 3.08258 -2.81427 -2.16576  -0.0001
39 H 3.69478 -1.21197 -1.75116  -0.0004
40 H 1.64318 -1.66347 -0.46806  -0.0035
41 H 0.75018 -2.01377 -1.94766  0.0027
42 H -0.20122 2.73903 -1.78926  0.0003
43 H -2.17222 2.74113 -0.22586  0.0014
44 H -1.09062 2.90003 1.13274  0.0074
45 H -1.41162 4.93553 -1.14026  0.0000
46 H -2.00192 5.12333 0.51064  -0.0004
47 H 0.32148 5.12163 1.38004  0.0009
48 H 0.15918 6.36573 0.14274  -0.0001
49 H 2.26708 5.02623 -0.14796  -0.0001
50 H 1.19808 4.86033 -1.54116  -0.0002
51 H 2.10858 2.65983 -0.88636  -0.0015
52 H 1.49988 2.83323 0.74854  0.0072
53 Gd -0.01692 0.00263 1.70444  6.8268
54 Cl 2.37058 0.23563 1.51624  0.0025
55 Cl -2.39522 0.33543 1.93804  0.0052
56 C -0.36892 -1.78907 1.44024  0.0189
57 H -1.42882 -2.00767 1.23004  -0.0078
58 C 0.42508 -3.01197 1.46644  0.0214
59 C 1.83328 -3.05607 1.51334  -0.0006
60 C 2.50108 -4.27387 1.52084  0.0107
61 C 1.78598 -5.47577 1.49344  -0.0169
62 C 0.39048 -5.45297 1.45044  0.0116
63 C -0.28052 -4.23457 1.43204  -0.0095
64 H 2.38058 -2.11897 1.53144  -0.0055
65 H 3.58708 -4.29037 1.55204  0.0007
66 H -0.17062 -6.38307 1.42844  0.0005
67 H -1.36692 -4.20877 1.39314  0.0003
68 H 2.31468 -6.42497 1.50474  -0.0018
69 N 2.79368 0.03943 7.68504  -0.0021
70 C 1.93218 0.01173 6.93354  -0.0002
71 C 0.89658 -0.02137 6.03374  -0.0016
72 C -0.43122 0.01003 6.51434  0.0099
73 C -1.43732 0.00723 5.65344  -0.0021
74 C -1.07172 -0.01347 4.37844  0.0193
75 N 0.26608 -0.04497 3.85114  0.0136
76 C 1.22278 -0.07247 4.67784  0.0132
77 H -0.69172 0.02593 7.54534  0.0010
78 H -2.52242 0.01483 5.92074  -0.0003
79 H -1.95882 -0.01917 3.95844  -0.0032
80 H 2.15208 -0.11657 4.22694  -0.0051

Output
Spin multiplicity: 8
LUMO level (alpha / beta) in eV: 2.024 / 2.035
E_tot in Ha: -3343.88062
Orbital gap (alpha / beta) in eV: 5.1 / 5.1
Total charge: -1
E_HOMO (alpha / beta) in eV: -3.044 / -3.070

# 5
The following is a DFT calculation (wB97M-V/def2-TZVPD) of a 3-piece molecular cluster, C4H13N2O4 overall.

Each line ends with the Löwdin charge.
CARTESIAN COORDINATES (ANGSTROEM)
1 C 2.98473 0.57649 -0.86987  -0.0977
2 C -3.18518 0.44408 -0.81976  -0.0912
3 C 0.18424 -0.55381 0.00534  -0.3093
4 C -0.12704 0.91526 0.05072  -0.5379
5 N 2.30384 -0.46419 -0.11023  0.0239
6 N -2.41757 0.70359 0.39855  0.0241
7 O 0.18803 -1.13480 1.20496  0.1730
8 O -0.00238 -1.33903 -1.04335  0.2067
9 O -0.26074 1.42658 -1.12477  0.1702
10 O 0.25630 1.58803 1.04010  0.0943
11 H 4.04205 0.55434 -0.82014  0.0653
12 H 2.75419 0.55805 -1.97954  0.1150
13 H 2.78748 1.58570 -0.37332  0.1197
14 H -3.22832 1.28869 -1.37013  0.0562
15 H -2.65901 -0.33230 -1.31562  0.0672
16 H -4.15635 0.14948 -0.80134  0.0590
17 H 2.33839 -0.31589 0.87638  0.1081
18 H -2.51652 1.64223 0.61359  0.0736
19 H -2.68719 0.06637 1.13936  0.1177
20 H 0.10049 -2.07985 1.04557  0.1574
21 H -0.25647 -0.87038 -1.77090  0.0898
22 H -0.49936 2.31906 -0.97148  0.1384
23 H 2.47219 -1.46159 -0.48637  0.1766

Output
Relative energy (zero: lowest compared OMol25 entry of this formula, charge and spin) in kcal/mol: 67.8
LUMO level in eV: -4.324
E_tot in Ha: -570.37047
Orbital gap in eV: 9.4
Total charge: +1
E_HOMO in eV: -13.683